The following is a DFT calculation (ωB97M-V/def2-TZVPD) of a structure of composition C20H21Br2Cl3N3O6TeTi.

Its energy is -245903.0995 eV. The calculation puts the molar mass at 841.037 Da. As for the frontier orbital gap (spin up / spin down): 6.651 / 6.877 eV. The energy above the lowest of the compared OMol25 structures with the same formula, charge and spin is 16.6 kcal/mol. The total charge is -1. Its spin multiplicity is 3.

CARTESIAN COORDINATES (ANGSTROEM)
Te  2.125  -1.419  3.072
Br  2.788  -2.265  -5.783
Br  4.404  -0.600  -0.637
Ti  -0.402  0.519  -0.035
Cl  -3.894  -3.070  2.458
Cl  -4.174  -3.705  -0.388
Cl  -1.568  -5.087  1.132
O  -1.009  0.581  1.871
O  -2.079  2.060  -0.384
O  1.388  -0.267  -0.266
O  -0.716  1.192  4.008
O  0.203  1.870  -1.533
O  1.911  3.164  -2.211
N  -0.569  -0.569  -2.019
N  -1.354  -1.457  0.387
N  0.447  2.471  0.928
C  0.975  -1.366  -3.730
C  3.011  -0.915  -1.875
C  0.694  2.141  2.330
C  1.257  2.611  -1.352
C  -2.198  -2.218  0.601
C  -1.585  -0.767  -2.832
C  -1.383  -1.263  -4.138
C  1.712  -0.688  -1.465
C  1.643  2.753  0.127
C  0.692  -0.885  -2.436
C  2.326  -1.613  -4.061
C  -1.976  3.044  0.657
C  -2.975  -0.484  -2.343
C  0.190  -2.270  3.355
C  3.322  -1.384  -3.159
C  -3.156  -3.178  0.906
C  -0.129  -1.546  -4.588
C  -0.433  1.244  2.829
C  -0.547  3.547  0.768
C  2.395  -1.111  5.173
H  2.060  3.748  0.310
H  2.410  -2.069  5.687
H  2.404  2.002  0.345
H  -0.473  4.267  1.591
H  -0.064  -2.859  2.476
H  1.604  1.543  2.394
H  -0.536  -1.475  3.514
H  -3.684  -0.508  -3.169
H  0.029  -1.912  -5.593
H  -3.276  -1.239  -1.616
H  -2.240  -1.410  -4.782
H  -2.636  3.887  0.435
H  3.346  -0.601  5.326
H  4.355  -1.562  -3.423
H  0.236  -2.937  4.214
H  -3.035  0.485  -1.851
H  -0.310  4.089  -0.150
H  0.800  3.023  2.970
H  -1.594  2.392  -1.163
H  -2.321  2.557  1.564
H  1.585  -0.491  5.551